Entry 1:
Molecular formula: C24H60F2KNO20P4S2
Method: DFT, ωB97M-V/def2-TZVPD

Results
HOMO in eV: -8.8
Multiplicity: 1
Kohn-Sham gap in eV: 8.959
E_LUMO in eV: 0.172
Charge: 0
Calculated total energy in eV: -148899.1215

CARTESIAN COORDINATES (ANGSTROEM)
K: 7.6669 11.0704 -8.5367
N: 10.2131 13.4128 -5.4328
S: 8.8706 14.1842 -5.7933
O: 7.8261 13.3325 -6.3152
O: 9.0504 15.5490 -6.1779
F: 8.3250 14.3390 -4.2529
S: 10.7024 13.1714 -6.9880
O: 11.2056 14.3337 -7.6455
O: 9.8063 12.3262 -7.7235
F: 11.9171 12.1836 -6.6620
C: 5.8793 10.1099 -12.9122
C: 4.4831 9.5869 -12.6072
O: 3.7958 10.3270 -11.6202
P: 3.8008 9.8679 -10.0807
O: 5.0316 9.9693 -9.3056
O: 2.5211 10.7348 -9.6142
C: 2.2466 10.9280 -8.2382
C: 0.7272 11.0342 -7.9732
O: 3.1970 8.3705 -10.1259
C: 3.1964 7.5565 -8.9356
C: 2.1745 6.4443 -9.1850
H: 5.9013 11.1801 -13.1308
H: 6.5519 9.9563 -12.0659
H: 6.2451 9.5906 -13.8005
H: 3.8525 9.5397 -13.4987
H: 4.5935 8.5480 -12.2668
H: 2.6075 10.0842 -7.6410
H: 2.8109 11.7754 -7.8409
H: 0.5611 10.7770 -6.9318
H: 0.4321 12.0623 -8.1800
H: 0.2336 10.3951 -8.7022
H: 4.1988 7.1649 -8.7916
H: 2.8679 8.1192 -8.0664
H: 2.6307 5.5811 -9.6817
H: 1.8173 5.9615 -8.2729
H: 1.3526 6.7769 -9.8131
C: 7.6416 15.2688 -12.7155
C: 8.9469 14.8622 -12.0324
O: 9.3614 13.6111 -12.5803
P: 10.1768 12.5969 -11.6556
O: 9.3269 12.0939 -10.5535
O: 10.6440 11.5200 -12.7204
C: 9.7541 11.0069 -13.7312
C: 10.3609 9.7169 -14.2172
O: 11.5066 13.3376 -11.2155
C: 12.4821 13.9143 -12.0562
C: 13.7467 13.0605 -12.0932
H: 6.9565 15.8713 -12.1166
H: 7.7501 15.8635 -13.6243
H: 7.1001 14.3536 -12.9615
H: 9.7040 15.6251 -12.2162
H: 8.7506 14.9044 -10.9603
H: 8.7319 10.9600 -13.3461
H: 9.6280 11.6955 -14.5740
H: 10.5739 9.0133 -13.4120
H: 9.6069 9.2592 -14.8664
H: 11.2954 9.8252 -14.7644
H: 12.1786 14.0298 -13.1017
H: 12.6549 14.8962 -11.6116
H: 13.6603 11.9990 -11.8562
H: 14.1909 13.0334 -13.0940
H: 14.5638 13.4168 -11.4615
C: 5.0145 13.0870 -4.0131
C: 5.0733 11.8468 -4.8819
O: 5.8042 10.8162 -4.2017
P: 6.5051 9.6640 -5.0414
O: 6.4513 9.8515 -6.5054
O: 7.9190 9.5691 -4.3951
C: 8.8395 8.5567 -4.8197
C: 10.1100 9.1979 -5.3861
O: 5.8966 8.2357 -4.5619
C: 4.6323 7.7877 -5.0636
C: 3.9906 6.9632 -3.9700
H: 6.0681 13.3416 -3.8833
H: 4.4702 13.8896 -4.5122
H: 4.4752 12.9677 -3.0749
H: 4.0452 11.4978 -5.0618
H: 5.4769 11.9999 -5.8815
H: 9.0901 7.9011 -3.9889
H: 8.3930 7.9528 -5.6149
H: 10.7779 8.4429 -5.7846
H: 9.8327 10.0252 -6.0377
H: 10.5402 9.6675 -4.4957
H: 4.0067 8.6788 -5.1908
H: 4.6901 7.2966 -6.0341
H: 3.7586 7.5570 -3.0880
H: 3.1030 6.4062 -4.2710
H: 4.7109 6.2045 -3.6484
C: 11.0173 8.2255 -10.4301
C: 10.4777 8.3787 -9.0039
O: 9.4213 7.4114 -8.7944
P: 8.1098 7.3682 -9.6860
O: 7.6969 8.6902 -10.1908
O: 6.9939 6.7254 -8.7261
C: 7.0134 5.3669 -8.2987
C: 5.8190 4.6165 -8.8721
O: 8.5097 6.3196 -10.8306
C: 7.7893 6.2412 -12.0804
C: 8.6430 5.3943 -13.0292
H: 11.9050 8.8160 -10.6542
H: 11.2475 7.1755 -10.6154
H: 10.2279 8.5464 -11.1115
H: 11.2552 8.1740 -8.2772
H: 10.1177 9.4042 -8.9310
H: 7.8942 4.8959 -8.7552
H: 7.1590 5.1657 -7.2376
H: 5.2775 5.1030 -9.6831
H: 6.0163 3.5649 -9.0770
H: 5.0054 4.5648 -8.1324
H: 6.8480 5.7170 -11.9121
H: 7.6702 7.2616 -12.4452
H: 8.4828 4.3409 -12.8099
H: 8.0786 5.5142 -13.9652
H: 9.6579 5.7413 -13.1777

Force components x, y, z for each atom (eV/Å):
K -0.19 0.03 -0.16
N 0.24 -0.03 -2.73
S -2.43 0.70 3.93
O 0.19 0.86 -0.49
O -0.49 -0.59 -0.62
F 0.61 -0.08 -0.77
S 1.14 -1.14 0.86
O 0.39 -0.62 0.15
O 0.54 -0.15 -0.17
F -0.20 0.74 -0.12
C -0.12 0.40 0.09
C 0.79 -1.08 -0.39
O -0.33 0.01 1.54
P -1.69 -0.06 -0.76
O 0.11 0.38 0.12
O 0.90 -0.09 -0.62
C -0.21 -0.46 1.41
C 1.43 0.68 -0.94
O 0.46 0.69 -0.19
C -0.76 -0.56 -0.43
C 0.68 -0.95 -0.06
H -0.27 -0.01 -0.07
H -0.01 -0.22 -0.05
H 0.14 -0.08 0.09
H 0.00 0.32 0.12
H -0.11 0.08 -0.06
H 0.14 -0.09 -0.24
H -0.17 0.21 -0.27
H -0.38 -0.07 -0.05
H -0.32 -0.04 0.16
H -0.26 -0.24 0.37
H 0.13 0.07 0.24
H 0.24 0.27 0.02
H 0.13 0.30 -0.40
H -0.21 0.56 0.22
H -0.11 0.17 0.22
C -0.48 -0.05 -0.41
C -0.98 1.53 -0.18
O 0.50 0.03 0.15
P -0.82 0.06 0.42
O 0.95 0.17 -0.65
O 0.13 0.57 -0.06
C 0.09 0.26 -0.12
C -0.74 -0.64 -0.05
O -1.39 -0.98 0.49
C 0.93 -0.17 -0.44
C 1.31 -0.19 -0.25
H 0.33 -0.10 0.46
H 0.37 -0.31 -0.15
H -0.04 0.05 -0.07
H 0.25 -0.19 -0.10
H 0.34 -0.90 0.14
H 0.17 -0.65 0.35
H 0.58 0.28 0.17
H -0.20 0.12 0.17
H 0.27 -0.16 -0.13
H -0.10 0.39 -0.10
H -0.64 0.07 0.28
H 0.20 -0.05 -0.27
H -0.74 0.13 0.21
H -0.23 0.29 -0.07
H -0.31 0.19 0.22
C 0.63 -0.12 -0.48
C -1.68 0.16 -0.30
O 0.42 -0.90 -0.17
P -0.49 -0.54 -0.20
O -0.04 -0.09 0.42
O 0.37 0.22 0.55
C 0.47 -0.50 -1.38
C -0.96 0.60 1.77
O 0.38 0.68 -0.42
C -1.00 1.09 0.62
C 0.54 -0.89 0.21
H -0.26 0.58 0.45
H 0.31 0.01 -0.35
H 0.33 -0.47 0.14
H 0.12 -0.29 0.15
H 0.39 0.33 0.25
H -0.25 0.11 0.21
H -0.26 -0.07 0.16
H 0.05 0.11 -0.26
H 0.25 -0.27 -0.46
H 0.57 0.08 -0.35
H -0.05 -0.03 -0.34
H 0.44 -0.16 0.07
H -0.02 0.17 -0.12
H -0.09 0.28 -0.25
H -0.02 0.01 0.03
C -0.24 -0.28 0.11
C 0.44 0.13 -1.50
O -0.37 -0.26 0.36
P 0.13 0.69 0.16
O -0.03 -0.50 0.06
O 0.49 0.56 -0.06
C 1.03 -1.53 -1.83
C -1.59 -0.11 1.31
O -0.39 0.14 1.08
C 1.23 -0.35 0.16
C -2.11 0.45 -0.57
H -0.02 0.15 0.33
H 0.02 0.01 -0.09
H 0.09 -0.05 -0.13
H -0.20 -0.04 0.27
H -0.21 -0.07 0.51
H 0.05 0.11 0.09
H -0.37 0.93 0.19
H 0.75 0.05 -0.48
H 0.30 0.15 -0.33
H 0.20 0.05 0.19
H -0.19 0.35 -0.04
H -0.30 -0.07 -0.04
H 0.78 -0.06 0.30
H 0.47 -0.02 -0.27
H 0.12 -0.17 0.26

Entry 2:
Molecular formula: C24H60F30N4O3P5
Method: DFT, ωB97M-V/def2-TZVPD

Results
HOMO in eV: -6.5
Multiplicity: 1
Kohn-Sham gap in eV: 6.400
E_LUMO in eV: -0.109
Charge: -1
Calculated total energy in eV: -165955.1965

CARTESIAN COORDINATES (ANGSTROEM)
C: 2.1960 2.2384 -2.1273
C: 1.4909 1.8915 -0.8688
O: 0.9267 2.6689 -0.0968
N: 1.2988 0.3915 -0.6726
H: 2.1786 -0.0562 -0.8860
H: 1.2011 0.4491 0.3311
C: 0.0201 -0.0372 -1.4045
H: 1.6845 2.1324 -3.0839
H: 3.0347 1.5527 -2.2471
H: 2.5662 3.2563 -2.0047
H: -0.7845 0.6899 -1.2950
H: -0.1897 -0.9810 -0.9011
H: 0.3553 -0.1810 -2.4317
C: 3.7970 -2.2632 -8.3924
N: 3.0488 -2.7303 -7.1569
C: 3.6140 -1.9133 -5.9710
C: 1.5254 -2.4148 -7.3532
C: 3.2724 -4.2531 -6.8767
C: 2.7716 -5.2003 -7.9835
O: 2.7372 -6.5506 -7.4012
H: 3.5145 -1.2166 -8.5058
H: 3.3730 -2.8625 -9.1982
H: 4.8285 -2.6035 -8.3007
H: 3.4835 -0.8367 -6.0813
H: 4.6572 -2.2131 -5.8709
H: 3.0815 -2.1722 -5.0558
H: 1.3941 -1.3597 -7.5935
H: 1.0149 -2.6956 -6.4320
H: 1.0382 -2.8953 -8.2016
H: 2.6472 -4.4034 -5.9965
H: 4.3007 -4.5161 -6.6287
H: 3.5361 -5.2508 -8.7588
H: 1.7836 -5.0206 -8.4074
H: 2.2001 -6.5421 -6.6055
C: 1.5382 -7.3548 1.9164
N: 0.1178 -7.0583 2.3591
C: 0.0073 -6.8713 3.8681
C: -0.3711 -5.8199 1.5789
C: -0.6997 -8.2752 1.8864
C: -2.1606 -8.2066 2.1490
O: -2.5409 -8.2789 3.5851
H: 1.5585 -7.3975 0.8275
H: 1.6866 -8.3613 2.3076
H: 2.2522 -6.6747 2.3810
H: 0.6615 -6.0848 4.2443
H: 0.3271 -7.8415 4.2482
H: -1.0243 -6.5820 4.0686
H: -0.2271 -6.0893 0.5326
H: 0.3102 -4.9747 1.6771
H: -1.4043 -5.5027 1.7208
H: -0.3790 -9.1234 2.4912
H: -0.6592 -8.4157 0.8063
H: -2.5902 -9.0989 1.6937
H: -2.7080 -7.4208 1.6284
H: -3.4613 -8.4810 3.7683
C: -1.2253 4.5579 7.4654
C: -2.4712 5.3996 7.1493
C: -3.3856 4.5461 6.3107
C: -4.6135 5.3650 5.8348
N: -5.7315 4.5652 5.0893
C: -6.5423 3.7036 6.0924
C: -7.8433 3.4986 5.3535
C: -8.1532 4.7980 4.5471
C: -6.7872 5.5882 4.6658
C: -5.2472 3.6389 3.9007
C: -4.3845 4.4441 2.7887
C: -4.2503 3.5330 1.5210
H: -0.6327 4.3158 6.5831
H: -1.4570 3.7058 8.1044
H: -0.4980 5.1247 8.0466
H: -2.1519 6.3461 6.7131
H: -3.0160 5.7475 8.0269
H: -3.6825 3.6266 6.8152
H: -2.8573 4.1759 5.4321
H: -4.3771 6.1089 5.0741
H: -5.1574 5.8844 6.6238
H: -5.9432 2.8002 6.2065
H: -6.6844 4.2459 7.0272
H: -7.9131 2.6723 4.6461
H: -8.6138 3.1518 6.0422
H: -8.3427 4.5336 3.5068
H: -9.0359 5.2895 4.9561
H: -6.4877 6.0139 3.7082
H: -6.8340 6.4763 5.2960
H: -6.1377 3.2381 3.4165
H: -4.5316 2.9177 4.2954
H: -3.3912 4.6738 3.1742
H: -4.8347 5.3891 2.4847
H: -3.8586 3.9020 0.5731
H: -5.1836 3.0137 1.3030
H: -3.5927 2.6848 1.7110
P: -2.7070 2.1011 -5.3035
F: -3.4507 1.6192 -6.6796
F: -4.0664 1.6708 -4.4874
F: -2.0970 0.5973 -5.2133
F: -2.0421 2.4005 -3.8002
F: -1.3260 2.4819 -6.1094
F: -3.2873 3.5924 -5.4059
P: 7.4230 4.4553 -0.1512
F: 8.1415 3.6900 -1.4300
F: 8.5531 3.9650 0.8777
F: 8.4253 5.7049 -0.4893
F: 6.7182 5.3641 0.9802
F: 6.3550 5.0702 -1.2578
F: 6.4016 3.2462 0.0711
P: -0.4826 -0.1993 4.1031
F: -1.2483 -0.7148 2.7734
F: 0.9419 -0.3749 3.2641
F: -0.5022 1.3480 3.5266
F: 0.4585 0.4840 5.2394
F: -1.8141 0.0722 5.0492
F: -0.2645 -1.6625 4.7474
P: 5.2145 -2.9667 -0.9348
F: 4.7511 -1.8618 0.2523
F: 5.7808 -1.6607 -1.7305
F: 6.6423 -3.1687 -0.1632
F: 5.3485 -4.0599 -2.1318
F: 4.4714 -4.1432 -0.0784
F: 3.7501 -2.5451 -1.5038
P: 5.9554 3.6560 -6.2762
F: 5.0294 2.6244 -7.1469
F: 7.3250 2.9588 -6.8596
F: 6.0473 4.7848 -7.4199
F: 6.9627 4.6323 -5.3804
F: 4.6695 4.4475 -5.6062
F: 5.9401 2.5257 -5.0883

Force components x, y, z for each atom (eV/Å):
C 1.18 0.02 0.39
C -2.36 3.24 0.11
O 1.92 -3.16 -1.96
N -0.81 2.57 0.78
H 0.21 -0.90 -0.39
H -0.42 -1.03 0.91
C 1.66 -0.91 0.57
H -0.79 0.13 0.33
H 0.46 0.16 0.12
H 0.06 -0.08 -0.29
H 0.39 0.06 0.04
H -0.50 0.01 -0.47
H -0.56 0.02 0.02
C -1.25 -1.44 0.30
N -0.28 0.22 -0.05
C -0.51 -0.82 0.10
C 0.88 -0.03 0.32
C -1.64 0.96 -0.23
C 0.46 -1.40 0.96
O 0.47 1.15 -0.74
H 0.89 -0.02 -0.17
H -0.05 0.30 -0.29
H 0.11 0.91 0.13
H 0.17 -0.11 -0.63
H -0.06 0.31 0.00
H 0.00 -0.34 -0.09
H 0.37 0.14 0.58
H 0.07 0.21 -0.07
H 0.67 -0.60 0.05
H 0.17 -0.14 0.17
H 0.04 0.60 -0.07
H -0.30 -0.11 -0.18
H 0.15 0.53 0.05
H -0.16 0.10 0.07
C -0.65 -0.61 0.82
N -0.60 1.18 -1.30
C 0.10 -0.20 -0.92
C 0.91 -0.38 -0.74
C -0.54 0.64 1.60
C -2.91 -0.62 1.37
O 1.70 0.54 -1.14
H 0.20 0.30 0.19
H 0.50 0.04 -0.09
H -0.19 0.16 -0.35
H 0.19 -0.02 -0.50
H -0.42 0.20 0.52
H 0.18 -0.49 0.23
H -0.32 -0.14 -0.08
H 0.01 -0.11 0.75
H 0.19 -0.42 0.57
H 0.60 -0.08 -0.43
H 0.85 0.09 0.12
H 0.27 -0.29 -0.19
H 0.30 0.54 0.26
H -0.16 -0.03 -0.69
C 0.49 0.93 0.88
C 0.70 -0.29 0.47
C -1.25 0.53 -1.40
C -0.29 -0.95 -1.13
N -0.47 0.27 1.21
C 0.92 -0.27 -1.80
C -1.31 -0.61 -0.23
C 1.26 -0.33 0.80
C -0.80 -0.40 -1.47
C 1.34 2.73 -0.84
C -0.62 -0.99 -0.23
C -0.01 -1.11 0.70
H -0.51 -0.49 -0.17
H -0.04 -0.30 -0.47
H -0.15 0.30 0.22
H -0.12 -0.15 -0.72
H 0.10 -0.36 0.46
H -0.14 0.16 0.44
H 0.16 0.15 -0.14
H 0.58 0.10 0.22
H 0.17 -0.18 0.21
H -0.25 0.00 0.45
H 0.23 0.07 -0.14
H 0.97 -0.16 0.00
H -0.20 0.70 0.30
H -0.06 0.17 0.10
H 0.36 0.40 -0.10
H 0.04 -0.29 -0.10
H 0.18 -0.56 0.69
H 0.18 -0.17 0.37
H -0.61 -0.27 0.29
H -0.06 -0.06 0.12
H -0.26 -0.01 0.21
H -0.17 0.86 0.38
H -0.37 0.38 -0.12
H 0.29 0.05 0.44
P -0.06 -0.83 0.43
F 0.32 0.79 0.12
F 0.27 -0.27 -0.18
F -0.12 -0.59 0.57
F 0.15 0.27 -1.15
F -1.03 0.51 0.63
F 0.56 -0.15 -0.25
P 0.55 1.97 -3.43
F -0.28 -0.52 1.23
F -0.56 -1.05 0.37
F -0.08 0.50 0.14
F -0.19 -0.38 0.58
F 0.05 -0.02 0.56
F 0.45 -0.46 0.78
P 3.44 2.69 0.23
F -0.75 -0.27 1.05
F -0.60 -0.72 -0.35
F -1.60 -0.40 -0.61
F -0.40 -0.84 1.31
F 0.47 -0.60 -1.41
F -0.87 0.08 -0.44
P -1.30 3.07 2.29
F 0.90 -0.87 0.53
F 0.66 -1.67 -0.54
F -1.26 -0.71 -1.41
F 1.18 0.89 0.24
F 0.58 -0.23 0.33
F -1.39 -0.62 -1.62
P 2.13 1.01 2.30
F -0.09 0.86 -0.26
F -0.69 -0.22 -0.44
F -0.76 -0.56 -0.76
F -0.88 -0.83 -0.14
F 0.37 -1.14 -0.76
F -0.30 0.59 -0.22